Formula: C43H55AsN6O3S2Y
Source: the Open Molecules 2025 dataset
Level of theory: ωB97M-V/def2-TZVPD

The geometry in XYZ format:
```
111
Properties=species:S:1:pos:R:3:mulliken_charge:R:1
Y 0.0404 -0.9770 0.5286 -0.1136
C -7.0004 1.3753 1.6339 -1.6752
C -5.5669 1.1655 1.2316 -0.1053
C -4.9663 1.8751 0.2296 -0.9525
C -3.6128 1.6528 -0.1259 0.8400
C -3.0116 2.5402 -1.0405 -0.7719
N -1.7502 2.5928 -1.3582 0.5171
C -1.1494 3.6809 -2.1279 -0.4869
C -1.0834 5.0261 -1.4034 -1.2354
C -0.3326 5.0565 -0.0741 0.0764
N -1.1678 4.4774 0.9810 -0.0256
C -0.8051 3.5289 1.8163 -0.6013
C 0.4901 3.1825 2.2157 -0.2088
C 1.6015 4.0486 2.3424 -0.1816
C 2.8043 3.5927 2.8108 0.5845
C 3.9867 4.5025 2.9988 -1.8356
C 2.9097 2.2191 3.1523 -0.5656
C 1.8976 1.3188 2.9570 0.5587
C 1.9843 -0.0846 3.3579 -0.8159
N 1.3775 -1.0470 2.7778 0.9989
C 1.3560 -2.3087 3.5319 -1.1125
C 0.0056 -3.0060 3.4531 0.1110
C -1.1729 -2.1020 3.7602 -1.6258
N -1.5299 -1.2720 2.6051 0.8972
C -2.7557 -0.9475 2.5553 -1.0133
C -3.4368 -0.0352 1.6255 0.3127
C -4.7521 0.2435 1.9260 -0.7936
C -2.8445 0.6100 0.4855 1.2778
O -1.7197 0.3098 -0.0079 2.0751
C 0.6456 1.7713 2.4185 -0.3374
O -0.2633 0.9820 2.0677 -0.3930
H -7.5267 1.9857 0.9013 0.4150
H -7.0757 1.8757 2.6013 0.3149
H -7.5301 0.4255 1.7154 0.3768
H -5.5252 2.6343 -0.3097 0.3865
H -3.6433 3.3133 -1.4761 0.5162
H -1.1127 1.8886 -0.9633 -1.0872
H -1.7001 3.8003 -3.0627 0.4720
H -0.1461 3.3445 -2.3799 0.0145
H -2.0907 5.4344 -1.2584 0.4281
H -0.5873 5.7230 -2.0828 0.5248
H -0.0730 6.0859 0.1774 0.3519
H 0.5817 4.4619 -0.1180 -0.0899
H -2.1621 4.6231 0.8784 0.4043
H -1.6198 2.9213 2.2036 0.6576
H 1.4834 5.1056 2.1285 0.4469
H 3.7412 5.5253 2.7156 0.3784
H 4.8317 4.1833 2.3861 0.3646
H 4.3219 4.5160 4.0374 0.3852
H 3.8496 1.8662 3.5691 0.5250
H 2.5444 -0.2815 4.2798 0.4744
H 1.5928 -2.1058 4.5817 0.7178
H 2.1293 -2.9773 3.1565 -0.1342
H 0.0147 -3.8274 4.1752 0.5844
H -0.1492 -3.4525 2.4672 -0.2105
H -0.9299 -1.4434 4.6020 0.1635
H -2.0307 -2.7096 4.0618 0.6641
H -3.4330 -1.3283 3.3282 0.2786
H -5.1938 -0.2826 2.7680 0.5359
C 3.5959 -1.0068 -1.1265 -1.2008
N 2.3579 -0.8055 -1.8771 1.6549
C 2.0413 -1.9260 -2.7447 0.5470
C 0.6307 -1.7760 -3.2871 -1.8423
N -0.3357 -2.2798 -2.3146 1.3989
C -0.3073 -3.7521 -2.3234 -1.2889
C -1.6916 -1.8320 -2.5096 0.2465
C -2.1110 -1.1904 -3.6688 -0.3976
C -3.4282 -0.7676 -3.8081 -0.9203
C -4.3353 -1.0133 -2.7901 -0.7938
C -3.9200 -1.6601 -1.6349 -0.6668
C -2.5987 -2.0691 -1.4598 0.3800
S -2.0877 -2.7667 0.0744 -0.5838
C 2.4709 0.4479 -2.5786 -1.5015
C 3.0528 0.5499 -3.8384 -0.5960
C 3.2546 1.7860 -4.4342 -1.1191
C 2.9011 2.9372 -3.7461 -0.7440
C 2.3121 2.8354 -2.4969 -0.3808
C 2.0482 1.5957 -1.9055 0.4730
S 1.2239 1.5088 -0.3581 0.7223
H 4.4613 -1.1426 -1.7911 0.3538
H 3.4948 -1.8767 -0.4826 0.0495
H 3.7724 -0.1390 -0.4907 0.3274
H 2.0863 -2.8212 -2.1334 -0.9783
H 2.7709 -2.0608 -3.5551 0.3756
H 0.5328 -2.3005 -4.2483 0.4819
H 0.4369 -0.7193 -3.4734 0.6020
H -0.3179 -4.1253 -3.3555 0.3000
H -1.1582 -4.1461 -1.7803 0.5476
H 0.5848 -4.1118 -1.8180 -0.0482
H -1.4191 -1.0235 -4.4829 0.4537
H -3.7405 -0.2720 -4.7182 0.4310
H -5.3683 -0.7039 -2.8913 0.4309
H -4.6223 -1.8413 -0.8298 0.4216
H 3.3667 -0.3382 -4.3707 0.3937
H 3.7062 1.8471 -5.4152 0.4253
H 3.0866 3.9115 -4.1799 0.4453
H 2.0527 3.7345 -1.9490 0.3675
C 2.8921 -5.0422 -1.1039 -1.4483
As 2.3851 -4.2044 0.5513 0.5578
C 4.0977 -3.8558 1.3631 -1.1682
C 1.4720 -5.5678 1.5362 -1.1328
O 1.4432 -2.8258 0.5494 -0.7013
H 3.4675 -5.9227 -0.8141 0.5389
H 3.5265 -4.3764 -1.6836 0.4410
H 2.0321 -5.3520 -1.6898 0.5146
H 4.4260 -4.7309 1.9225 0.4963
H 4.0220 -2.9968 2.0236 0.2774
H 4.8198 -3.6364 0.5790 0.4382
H 2.0324 -6.5004 1.4915 0.5019
H 0.4869 -5.6986 1.0893 0.3317
H 1.3578 -5.2542 2.5709 0.3277
```

Output
2S+1: 1
orbital gap: 6.0 eV
charge: +1
total energy: -144118.38693 eV
energy above the lowest of the compared OMol25 structures with the same formula, charge and spin: 0.0 kcal/mol